Entry 1:
Entry from the OMol25 dataset: a cluster of 2 separate species, C5H11NO in total in a non-equilibrium geometry (ωB97M-V/def2-TZVPD).

Properties
- total energy (hartree) = -327.03342
- HOMO-LUMO gap (eV) = 9.3
- E_LUMO (eV) = 1.1
- highest occupied orbital energy (eV) = -8.2

CARTESIAN COORDINATES (ANGSTROEM)
C -0.595 -0.159 1.497
C -1.495 0.820 1.628
N -2.092 1.276 2.776
C -0.277 -0.861 0.212
C 0.390 -0.037 -0.862
C 0.384 -0.231 -2.171
H -0.050 -0.365 2.409
H -1.785 1.386 0.747
H -2.191 2.246 3.018
H -2.088 0.700 3.592
H -1.179 -1.378 -0.119
H 0.440 -1.672 0.376
H 0.939 0.764 -0.362
H 0.976 0.405 -2.822
H -0.427 -0.739 -2.678
H 2.856 -1.030 -3.092
H 2.793 -0.272 -1.839
O 3.399 -0.854 -2.311

Here are the Mulliken charges for atoms 1 to 8, given in e:
1. C -0.586
2. C -0.010
3. N -0.440
4. C -0.541
5. C -0.171
6. C -1.008
7. H 0.283
8. H 0.325

Entry 2:
Entry from the OMol25 dataset: a structure of composition C5H11NO in a non-equilibrium geometry (ωB97M-V/def2-TZVPD).

Properties
- total energy (hartree) = -326.94294
- HOMO-LUMO gap (eV) = 9.7
- E_LUMO (eV) = 0.8
- highest occupied orbital energy (eV) = -9.0

CARTESIAN COORDINATES (ANGSTROEM)
C 1.811 -0.477 -0.597
C 0.977 -0.066 0.541
C -0.253 2.026 0.043
C -1.424 -0.073 -0.039
C -1.486 -1.534 0.067
H 2.844 -0.972 -0.148
H 2.054 0.506 -1.170
H 1.289 -1.309 -1.132
H 0.713 -0.952 1.255
H 1.337 0.584 1.050
H 0.759 2.032 -0.858
H -0.022 2.402 0.959
H -1.117 2.359 -0.282
H -2.556 -1.963 -0.238
H -0.766 -1.931 -0.248
H -1.346 -1.815 1.015
N -0.346 0.608 0.163
O -2.467 0.575 -0.383

Here are the Mulliken charges for atoms 1 to 8, given in e:
1. C -0.558
2. C -1.142
3. C -1.004
4. C 1.218
5. C -1.946
6. H 0.262
7. H 0.261
8. H 0.212